Entry 1:
{
  "formula": "C4H14O2S2",
  "method": "the ωB97M-V functional and the def2-TZVPD basis",
  "spin_multiplicity": 1,
  "largest_force_ev_per_a": 5.76,
  "e_tot_ha": -1107.58609,
  "homo_lumo_gap_ev": 8.6,
  "e_homo_ev": -8.1,
  "molar_mass_g_mol": 158.29,
  "charge": 0,
  "smiles": "CCSSCC.O.O",
  "symbols": ["C", "C", "S", "S", "C", "C", "H", "H", "H", "H", "H", "H", "H", "H", "H", "H", "O", "H", "H", "O", "H", "H"],
  "positions_angstrom": [[2.06505, 1.38358, 0.51624], [1.93005, -0.12208, 0.43102], [2.09616, -0.88778, -1.24395], [0.50455, -0.77988, -2.42419], [-0.63935, -1.93751, -1.53200], [-1.68447, -1.20472, -0.74742], [2.02868, 1.90943, -0.37262], [2.97274, 1.64375, 1.05066], [1.17024, 1.69590, 1.11340], [1.12374, -0.51535, 1.04914], [2.85658, -0.46789, 0.84251], [-1.26376, -2.44544, -2.32460], [0.02940, -2.53933, -0.87945], [-2.61106, -1.32397, -1.38061], [-1.58410, -0.01812, -0.79778], [-1.81589, -1.37425, 0.36520], [-1.33397, 0.57244, 2.64002], [-1.87607, 0.32101, 1.92592], [-1.68818, 0.26278, 3.38110], [-0.88319, 1.57563, -0.60427], [-0.55103, 1.89504, 0.23219], [-0.84614, 2.35676, -1.24048]],
  "lowdin_charge": [-0.164, -0.547, 0.452, 0.443, -0.587, -0.225, 0.037, 0.073, 0.065, 0.069, 0.041, 0.076, 0.057, 0.074, 0.052, 0.074, 0.029, 0.003, -0.035, -0.108, 0.016, 0.106]
}

Entry 2:
{
  "formula": "C4H14O2S2",
  "method": "the ωB97M-V functional and the def2-TZVPD basis",
  "spin_multiplicity": 1,
  "largest_force_ev_per_a": 1.88,
  "e_tot_ha": -1107.63570,
  "homo_lumo_gap_ev": 9.4,
  "e_homo_ev": -8.9,
  "molar_mass_g_mol": 158.29,
  "charge": 0,
  "smiles": "CCCSSC.O.O",
  "symbols": ["C", "C", "C", "S", "S", "C", "H", "H", "H", "H", "H", "H", "H", "H", "H", "H", "O", "H", "H", "O", "H", "H"],
  "positions_angstrom": [[0.74342, 0.04413, -0.49232], [0.99649, 1.41623, 0.11940], [2.29934, 2.07117, -0.38721], [2.02734, 3.56238, -1.41993], [1.29698, 2.88112, -3.20112], [-0.49332, 2.79713, -2.91955], [1.70572, -0.44984, -0.64754], [0.17911, -0.60232, 0.16792], [0.31283, 0.17167, -1.49215], [0.20759, 2.16272, 0.13832], [1.16700, 1.20845, 1.17846], [2.95662, 2.41744, 0.39572], [2.77640, 1.37861, -1.07730], [-0.85919, 3.24896, -2.00326], [-0.98921, 3.18174, -3.80196], [-0.76809, 1.76475, -2.71268], [-3.15728, -4.96466, 3.97960], [-3.07366, -4.38700, 4.74690], [-3.66391, -4.49282, 3.31334], [-1.00018, -4.70295, 1.81422], [-1.72833, -4.96177, 2.39455], [-0.93566, -3.74514, 1.90661]],
  "lowdin_charge": [-0.105, -0.321, -0.535, 0.457, 0.432, -0.475, 0.075, 0.064, 0.059, 0.086, 0.094, 0.060, 0.053, 0.029, 0.021, 0.007, -0.048, 0.051, 0.044, -0.066, -0.009, 0.028]
}

Entry 3:
{
  "formula": "C4H14O3",
  "method": "the ωB97M-V functional and the def2-TZVPD basis",
  "spin_multiplicity": 1,
  "largest_force_ev_per_a": 5.71,
  "e_tot_ha": -386.44034,
  "homo_lumo_gap_ev": 9.6,
  "e_homo_ev": -9.0,
  "molar_mass_g_mol": 110.15,
  "charge": 0,
  "smiles": "C=C(C)C.O.O.O",
  "symbols": ["C", "C", "C", "C", "H", "H", "H", "H", "H", "H", "H", "H", "O", "H", "H", "O", "H", "H", "O", "H", "H"],
  "positions_angstrom": [[0.70404, -3.09224, -0.99277], [0.33039, -1.98836, -0.30195], [-1.12725, -1.72120, -0.09844], [1.39381, -1.16603, 0.37037], [1.71926, -3.33722, -1.41832], [-0.00561, -3.83413, -1.14556], [-1.59428, -1.17139, -0.96715], [-1.31060, -0.98852, 0.61515], [-1.64332, -2.59926, 0.11534], [1.03798, -0.12547, 0.43426], [2.40974, -0.91850, -0.08185], [1.62848, -1.64704, 1.29185], [-1.15504, 2.88434, 2.03253], [-1.68651, 2.67516, 1.35242], [-1.43945, 2.54930, 2.89397], [-2.54217, 3.00036, -1.25111], [-1.65165, 3.28860, -1.22596], [-2.67533, 2.52062, -2.06029], [2.36767, 2.06753, -0.10865], [2.47138, 2.44673, 0.69198], [2.76847, 1.15672, -0.14583]],
  "lowdin_charge": [0.024, -0.394, -0.066, -0.083, 0.080, 0.024, 0.107, 0.043, 0.058, 0.060, 0.090, 0.072, -0.009, -0.058, 0.051, -0.029, 0.016, 0.029, -0.028, -0.032, 0.046]
}

Entry 4:
{
  "formula": "C4H14O3",
  "method": "the ωB97M-V functional and the def2-TZVPD basis",
  "spin_multiplicity": 1,
  "largest_force_ev_per_a": 5.06,
  "e_tot_ha": -386.43596,
  "homo_lumo_gap_ev": 10.4,
  "e_homo_ev": -9.9,
  "molar_mass_g_mol": 110.15,
  "charge": 0,
  "smiles": "C/C=C/C.O.O.O",
  "symbols": ["C", "C", "C", "C", "H", "H", "H", "H", "H", "H", "H", "H", "O", "H", "H", "O", "H", "H", "O", "H", "H"],
  "positions_angstrom": [[0.24635, 0.29030, -2.67811], [-0.72777, -0.63687, -1.89369], [-0.98036, -0.56188, -0.60227], [-2.02716, -1.50485, 0.16052], [0.42817, 1.33757, -2.32916], [1.21422, -0.22357, -2.96270], [-0.29741, 0.52790, -3.63934], [-1.33987, -1.36276, -2.52790], [-0.69393, -0.09076, 0.24819], [-1.57617, -2.09825, 1.00938], [-2.21983, -2.47478, -0.51587], [-2.89895, -0.82370, 0.47497], [2.00801, 1.01217, 3.04038], [2.24783, 0.10633, 2.85013], [2.45936, 1.46276, 2.31116], [2.12672, -1.08139, 0.51681], [2.33090, -2.02007, 0.62803], [1.19526, -1.11710, 0.12537], [-0.62335, 3.44406, 1.73826], [0.22430, 3.02542, 1.76779], [-1.09633, 2.78950, 2.27803]],
  "lowdin_charge": [-0.111, -0.176, -0.205, -0.113, 0.077, 0.080, 0.069, 0.123, 0.050, 0.061, 0.097, 0.087, -0.065, 0.009, 0.037, -0.083, 0.039, 0.036, -0.053, -0.002, 0.042]
}

Entry 5:
{
  "formula": "C4H14O3",
  "method": "the ωB97M-V functional and the def2-TZVPD basis",
  "spin_multiplicity": 1,
  "largest_force_ev_per_a": 2.05,
  "e_tot_ha": -386.46454,
  "homo_lumo_gap_ev": 10.3,
  "e_homo_ev": -9.5,
  "molar_mass_g_mol": 110.15,
  "charge": 0,
  "smiles": "C=CCC.O.O.O",
  "symbols": ["C", "C", "C", "C", "H", "H", "H", "H", "H", "H", "H", "H", "O", "H", "H", "O", "H", "H", "O", "H", "H"],
  "positions_angstrom": [[0.86551, 0.39544, 1.74714], [0.71436, 0.62932, 0.43563], [1.80399, 0.89594, -0.55179], [3.11849, 0.16884, -0.23926], [0.14775, 0.80485, 2.44785], [1.65991, -0.20645, 2.18525], [-0.30709, 0.84956, 0.12913], [1.97781, 1.96916, -0.61330], [1.52548, 0.54254, -1.54732], [3.61397, 0.59904, 0.62327], [3.83696, 0.27461, -1.04854], [2.93424, -0.87561, -0.02496], [-1.47033, -1.54055, 1.24387], [-1.15404, -1.95245, 2.05494], [-0.66820, -1.10053, 0.93005], [-0.76018, -0.61652, -2.48446], [-0.56457, -0.26184, -1.60990], [-1.26327, 0.09213, -2.90932], [-3.18349, 0.49523, 0.08561], [-4.06244, 0.84165, 0.25296], [-3.26451, -0.45204, -0.06143]],
  "lowdin_charge": [-0.002, -0.208, -0.250, -0.111, 0.069, 0.069, 0.087, 0.117, 0.092, 0.066, 0.070, 0.075, -0.065, 0.041, -0.017, -0.054, -0.014, 0.048, -0.067, 0.031, 0.024]
}

Entry 6:
{
  "formula": "C4H14O3S",
  "method": "the ωB97M-V functional and the def2-TZVPD basis",
  "spin_multiplicity": 1,
  "largest_force_ev_per_a": 4.13,
  "e_tot_ha": -784.65864,
  "homo_lumo_gap_ev": 9.6,
  "e_homo_ev": -9.1,
  "molar_mass_g_mol": 142.22,
  "charge": 0,
  "smiles": "OCCCCS.O.O",
  "symbols": ["O", "C", "C", "C", "C", "S", "H", "H", "H", "H", "H", "H", "H", "H", "H", "H", "O", "H", "H", "O", "H", "H"],
  "positions_angstrom": [[0.45644, -3.11231, 0.00635], [0.56753, -1.89690, -0.64639], [1.52750, -0.95874, 0.20240], [1.06563, -0.43804, 1.56675], [0.39295, 0.93681, 1.32083], [-1.22052, 1.07001, 2.12297], [1.01861, -3.25838, 0.77180], [0.99705, -1.85166, -1.63840], [-0.37405, -1.35377, -0.70215], [2.03817, -0.18604, -0.42808], [2.43507, -1.56144, 0.33778], [1.83235, -0.54393, 2.32256], [0.27381, -1.11980, 1.90231], [1.00976, 1.80473, 1.54653], [0.23009, 1.00964, 0.24190], [-1.56248, -0.20630, 1.86622], [-0.46877, 3.11227, -1.32096], [-1.06073, 3.09820, -2.09477], [-1.15800, 3.14417, -0.63954], [-2.74314, 1.09241, -2.17232], [-2.67960, 0.41404, -1.49925], [-2.57769, 0.80503, -3.06653]],
  "lowdin_charge": [-0.054, -0.263, -0.208, -0.260, -0.576, 0.692, 0.090, 0.107, 0.102, 0.124, 0.101, 0.105, 0.075, 0.077, 0.040, -0.146, -0.082, 0.029, 0.027, -0.047, 0.031, 0.036]
}